# 1
{
  "formula": "C21H74N16O16",
  "method": "wB97M-V/def2-TZVPD",
  "largest_force_ev_per_a": 10.0,
  "mol_weight_da": 806.919,
  "elements": ["C", "C", "O", "H", "H", "H", "H", "H", "H", "C", "C", "O", "H", "H", "H", "H", "H", "H", "C", "C", "O", "H", "H", "H", "H", "H", "H", "C", "C", "O", "H", "H", "H", "H", "H", "H", "C", "C", "O", "H", "H", "H", "H", "H", "H", "C", "O", "N", "N", "H", "H", "H", "H", "C", "O", "N", "N", "H", "H", "H", "H", "C", "O", "N", "N", "H", "H", "H", "H", "C", "O", "N", "N", "H", "H", "H", "H", "C", "O", "N", "N", "H", "H", "H", "H", "C", "O", "N", "N", "H", "H", "H", "H", "C", "O", "N", "N", "H", "H", "H", "H", "C", "O", "N", "N", "H", "H", "H", "H", "C", "O", "H", "H", "H", "H", "C", "O", "H", "H", "H", "H", "C", "O", "H", "H", "H", "H"],
  "positions_angstrom": [[0.024690, 2.836565, -3.981773], [-1.025971, 2.824899, -2.903096], [-1.560646, 1.544370, -2.790651], [0.804385, 2.187363, -3.642308], [0.417998, 3.839425, -4.067074], [-0.279680, 2.317069, -4.879060], [-1.833845, 3.455986, -3.213443], [-0.531794, 3.139505, -1.934835], [-2.130312, 1.578816, -2.006789], [2.503927, -1.550438, 5.348474], [1.779243, -0.954975, 4.056436], [2.773941, -0.493502, 3.201156], [3.204360, -0.936331, 5.940348], [2.954035, -2.478130, 5.029701], [1.771129, -1.800161, 6.140453], [1.210084, -0.049099, 4.272563], [1.093372, -1.696566, 3.651216], [2.462455, 0.138806, 2.560191], [-0.220493, -0.395495, 1.222017], [-0.014613, -0.251814, -0.273545], [0.232776, -1.561985, -0.835546], [0.258089, -1.316202, 1.646059], [-1.252544, -0.275653, 1.555049], [0.272471, 0.437035, 1.692858], [0.580314, 0.692368, -0.535744], [-0.829815, 0.103526, -0.880379], [0.050899, -1.458915, -1.757493], [1.698270, -4.016133, 1.512967], [2.211288, -4.941780, 0.434739], [2.950395, -4.268204, -0.599835], [1.200883, -4.499729, 2.328662], [1.169754, -3.146379, 1.132124], [2.615794, -3.534681, 1.987968], [1.326451, -5.384148, -0.038234], [2.829230, -5.764923, 0.878370], [3.225251, -4.916956, -1.263661], [-3.111034, -3.236478, 4.054166], [-1.962584, -2.570505, 3.340866], [-1.016054, -3.508632, 3.004340], [-3.470576, -3.994098, 3.365021], [-3.868535, -2.558263, 4.368881], [-2.762999, -3.681470, 4.991183], [-1.398485, -1.843805, 3.929618], [-2.308914, -2.055970, 2.431594], [-1.232621, -3.795474, 2.139159], [-3.787994, 2.781010, -0.614156], [-3.377692, 4.055408, -0.655187], [-4.898784, 2.481042, -1.068451], [-2.964553, 1.776284, -0.289802], [-5.474998, 3.304668, -1.406937], [-5.379864, 1.537117, -0.926161], [-2.160338, 2.041983, 0.317342], [-3.352155, 0.782766, -0.301934], [-0.128529, 4.200201, 0.520421], [-0.387793, 2.901072, 0.610664], [1.074946, 4.651478, 0.910038], [-1.061070, 5.104008, 0.185370], [1.834255, 4.041542, 1.325262], [1.397035, 5.570241, 0.639616], [-1.975399, 4.722492, -0.181262], [-0.926456, 6.123265, 0.274969], [-2.555478, -3.604387, -0.193250], [-1.685261, -4.263585, 0.659984], [-2.269009, -2.385392, -0.598738], [-3.811349, -3.953533, -0.531120], [-1.301800, -2.243395, -0.490064], [-2.684661, -1.937952, -1.379730], [-4.189932, -4.794114, -0.093598], [-4.585113, -3.389636, -0.903047], [-5.033160, -0.741197, -0.809434], [-5.002560, -1.530303, -1.981556], [-4.118450, -0.700517, 0.044748], [-5.962015, 0.201498, -0.582506], [-3.311551, -1.295246, 0.010325], [-4.180984, -0.284999, 0.992512], [-6.803687, 0.068947, -1.122384], [-6.080101, 0.802693, 0.222641], [3.286713, 0.681163, -3.205674], [2.153508, 0.511279, -2.414117], [3.773203, -0.152249, -3.994850], [3.994690, 1.784151, -3.152204], [3.204183, -1.056267, -4.019916], [4.822424, -0.103083, -4.265083], [3.557986, 2.351784, -2.372713], [4.888999, 2.051342, -3.624530], [-1.219361, -1.995605, -3.774773], [-0.835336, -3.205140, -4.207221], [-0.468981, -0.960587, -3.496163], [-2.466374, -1.835739, -3.461526], [0.498598, -1.089796, -3.740738], [-0.779632, 0.012125, -3.242396], [-3.022098, -1.024297, -3.218893], [-2.829875, -2.741874, -3.667455], [2.762726, 2.422939, 2.939417], [4.053072, 1.956517, 3.181904], [2.234739, 3.456629, 3.633286], [2.179111, 2.095265, 1.872592], [2.646079, 3.693688, 4.500164], [1.362413, 3.894028, 3.487996], [2.735453, 1.427197, 1.248392], [1.147758, 2.216560, 1.769904], [3.722696, -0.781792, 0.356267], [4.961134, -1.307076, 0.890298], [3.475784, 0.499392, 0.165463], [2.730666, -1.557993, 0.072214], [4.339235, 1.108654, 0.372232], [2.916555, 0.710637, -0.697252], [2.867777, -2.583700, 0.220577], [1.773382, -1.330608, -0.243198], [2.228833, -2.954062, -3.030318], [1.995781, -2.349444, -4.313048], [2.544605, -2.275515, -2.282440], [3.041333, -3.601424, -3.085439], [1.352409, -3.429377, -2.656779], [1.818097, -3.054187, -4.963134], [-1.082591, 2.223917, 3.906489], [-2.150317, 2.774604, 3.063450], [-0.062108, 2.501998, 3.629567], [-1.140222, 1.143838, 4.114184], [-1.355461, 2.679612, 4.877264], [-2.087162, 3.734734, 2.997515], [2.584277, 4.405997, -2.482174], [2.529248, 3.274175, -1.650558], [2.597386, 4.219121, -3.547622], [3.489013, 4.872799, -2.290946], [1.820153, 5.128893, -2.288665], [1.744034, 3.374478, -1.106643]],
  "forces_ev_per_angstrom": [[0.14, -0.74, 0.70], [1.14, 0.80, -0.06], [-0.44, -1.17, 0.36], [0.96, -0.24, 0.46], [-0.02, 0.15, -0.64], [-0.54, 0.63, -0.62], [-0.45, 0.97, 0.34], [-0.85, -0.12, -0.84], [0.00, -0.20, 0.11], [-1.57, 0.36, -0.07], [0.95, 0.97, 1.92], [0.97, -1.42, -0.38], [0.01, 0.19, -1.15], [0.44, -0.20, 0.06], [-0.16, -0.16, -0.63], [-0.68, -0.10, 0.76], [0.07, -0.38, -0.20], [-0.31, -0.03, 0.05], [0.33, 0.06, 0.35], [-0.70, 1.18, -0.58], [0.95, 0.89, 1.56], [-0.69, 0.67, -0.54], [-0.13, -0.49, -0.13], [0.27, 0.23, 0.34], [0.89, -2.05, 0.28], [-1.48, 0.09, 0.49], [0.14, -0.01, -1.66], [2.93, 1.53, 0.39], [-0.65, -1.33, -0.21], [0.01, -0.26, 0.38], [-0.59, -0.44, 0.03], [-0.60, -0.50, -0.07], [-0.89, -0.51, -0.28], [0.10, -0.29, 0.00], [-0.43, 0.67, -0.28], [-0.12, 0.18, 0.42], [0.68, -0.16, 0.40], [0.12, 0.71, 0.29], [1.35, -0.05, 1.56], [-0.39, -0.22, 0.22], [-0.94, 0.68, -0.12], [0.13, -0.31, -0.31], [-0.54, 0.39, 0.35], [-0.18, 0.10, 0.06], [-0.16, -0.96, -1.86], [6.54, 6.01, 0.82], [-1.28, -3.91, 0.51], [-7.96, 0.09, -2.72], [0.99, -1.50, 1.15], [1.09, -1.58, 0.59], [1.35, 2.16, -1.20], [-0.37, -0.28, -0.53], [1.18, 2.38, 0.18], [-1.36, -3.50, 1.13], [0.81, 3.89, -0.62], [2.38, 0.10, 0.53], [-0.27, 0.26, -0.41], [-1.55, 0.63, -1.05], [-0.31, -0.06, 0.12], [0.37, 0.12, 0.26], [0.11, -1.24, -0.10], [1.61, -2.85, 4.19], [-4.76, 2.45, -5.01], [1.22, 0.52, 0.55], [-1.32, -2.62, 1.03], [1.78, 0.76, 0.00], [-0.32, -0.55, -1.28], [0.62, 0.22, -0.21], [1.34, 0.44, -0.26], [-2.21, -3.25, -7.27], [-0.34, 4.00, 6.11], [3.25, -0.09, 5.22], [-3.44, -0.82, -1.06], [0.77, -0.95, -0.13], [-0.62, -0.23, -1.03], [-0.16, 0.13, -0.08], [0.15, -1.00, 0.62], [-4.38, 2.16, 4.90], [4.37, 0.43, -3.50], [2.06, -6.83, -3.77], [0.28, 3.84, 2.32], [1.48, 1.12, -0.74], [-2.97, -0.33, 0.59], [1.33, -0.28, -1.25], [-1.61, -0.91, 0.70], [2.44, -4.42, -1.71], [-1.03, 4.84, 1.62], [2.65, 1.92, 0.11], [-3.21, -0.94, 0.08], [0.45, 0.30, -0.21], [-0.02, -1.24, -0.44], [0.31, -0.24, -0.41], [-1.74, -0.18, 0.12], [9.27, 0.04, 3.86], [-6.46, 2.71, -0.68], [0.50, 0.11, 1.27], [-3.27, -1.97, -4.13], [0.64, -0.01, 0.67], [-0.86, 0.03, -0.57], [-1.08, 0.45, 0.40], [1.07, -0.15, -0.36], [7.17, -4.53, 3.46], [-6.44, 3.14, -3.08], [2.07, 4.34, -0.59], [-1.33, -3.36, -0.08], [-1.67, -1.34, -0.73], [0.61, -0.12, 0.51], [0.27, 1.80, -0.46], [1.48, 0.09, 0.06], [-0.75, 0.23, -0.61], [0.32, -0.05, 0.04], [0.05, 1.45, 0.33], [1.27, -1.61, -0.32], [-0.73, -0.59, 0.09], [-0.16, 0.50, 0.56], [-1.47, 1.50, 1.25], [0.59, -1.41, -0.27], [-0.39, -0.13, -0.23], [-0.36, 0.32, -0.95], [0.93, -0.26, 0.03], [0.35, -0.27, 0.17], [-0.25, 0.14, -0.49], [-0.97, 0.60, 0.47], [-0.32, -0.70, -0.23], [1.93, 1.20, 0.42], [-0.76, 0.29, 0.26], [-0.07, -0.55, 0.24]],
  "lowdin_charge": [-0.066, -0.302, -0.112, 0.042, 0.068, 0.085, 0.110, 0.113, 0.038, -0.051, -0.296, -0.083, 0.073, 0.058, 0.061, 0.092, 0.078, 0.009, -0.043, -0.270, -0.121, 0.087, 0.062, 0.035, 0.122, 0.071, 0.025, -0.093, -0.273, -0.114, 0.072, 0.041, 0.109, 0.110, 0.126, 0.095, -0.072, -0.371, -0.083, 0.075, 0.053, 0.082, 0.105, 0.083, -0.026, -0.654, -0.094, 0.176, 0.158, 0.173, 0.038, 0.096, 0.080, -0.606, -0.106, 0.154, 0.170, 0.105, 0.112, 0.053, 0.126, -0.473, -0.078, 0.150, 0.184, 0.063, 0.064, 0.121, 0.091, -0.537, -0.111, 0.161, 0.132, 0.045, 0.177, 0.147, 0.144, -0.634, -0.137, 0.178, 0.149, 0.105, 0.182, 0.062, 0.147, -0.641, -0.073, 0.179, 0.152, 0.081, 0.103, 0.106, 0.117, -0.619, -0.102, 0.159, 0.118, 0.100, 0.064, 0.070, 0.081, -0.556, -0.172, 0.108, 0.183, 0.176, 0.080, 0.081, 0.059, -0.129, -0.152, 0.046, 0.063, 0.076, 0.114, -0.113, -0.150, 0.036, 0.076, 0.084, 0.069, -0.142, -0.136, 0.079, 0.063, 0.083, 0.062]
}

***

# 2
{
  "formula": "C28H37Br3N6O11",
  "method": "wB97M-V/def2-TZVPD",
  "largest_force_ev_per_a": 1.6,
  "mol_weight_da": 873.347,
  "elements": ["C", "Br", "Br", "Br", "H", "C", "C", "C", "C", "C", "C", "O", "O", "H", "H", "H", "H", "H", "H", "C", "C", "C", "C", "C", "C", "O", "O", "H", "H", "H", "H", "H", "H", "C", "C", "C", "C", "C", "C", "O", "O", "H", "H", "H", "H", "H", "H", "C", "C", "C", "C", "C", "C", "O", "O", "H", "H", "H", "H", "H", "H", "C", "O", "N", "N", "H", "H", "H", "H", "C", "O", "N", "N", "H", "H", "H", "H", "C", "O", "N", "N", "H", "H", "H", "H"],
  "positions_angstrom": [[0.793058, -0.299036, -0.215658], [-1.084299, 0.179776, -0.012222], [1.237836, -1.904223, 0.788499], [1.992593, 1.088228, 0.311722], [0.928923, -0.525705, -1.266707], [-5.102922, 1.589752, -2.738852], [-5.215953, 0.870272, -1.562868], [-4.384584, 1.157600, -0.483540], [-3.500202, 2.222239, -0.544047], [-3.354091, 2.905226, -1.745341], [-4.192459, 2.632008, -2.819472], [-4.135670, 3.389603, -3.949179], [-4.468594, 0.378996, 0.647774], [-5.714392, 1.400514, -3.612623], [-5.960245, 0.089521, -1.485821], [-2.875106, 2.362231, 0.327430], [-2.676946, 3.750519, -1.814172], [-3.349443, 3.929075, -4.043655], [-4.292305, -0.541578, 0.366841], [-1.668761, -1.086149, 3.228147], [-2.729392, -1.975334, 3.159268], [-2.882088, -2.947400, 4.136241], [-2.011462, -3.005198, 5.217327], [-0.996984, -2.060682, 5.340463], [-0.865147, -1.085398, 4.358610], [0.124289, -0.132084, 4.428659], [-4.007412, -3.730964, 4.226414], [-1.599645, -0.250094, 2.547016], [-3.517451, -1.834674, 2.426148], [-2.322944, -3.600080, 6.067175], [-0.353315, -1.994373, 6.208632], [0.894081, -0.438040, 4.914453], [-4.662820, -3.439467, 3.585080], [-0.488042, -4.048270, -4.114254], [0.261109, -2.884417, -4.216027], [1.156143, -2.536579, -3.213562], [1.324614, -3.381287, -2.131604], [0.497978, -4.470898, -1.939933], [-0.345738, -4.843275, -2.984000], [-0.932034, -6.089451, -3.059577], [1.940842, -1.417326, -3.275285], [-1.145016, -4.375051, -4.906904], [0.145300, -2.210211, -5.058149], [2.003261, -3.034248, -1.367793], [0.568429, -5.086446, -1.049874], [-0.749438, -6.610578, -2.272628], [1.925656, -0.999069, -4.146445], [6.227859, 2.797533, 2.213947], [6.374196, 3.851560, 1.308082], [6.049889, 3.660262, -0.013833], [5.516510, 2.436594, -0.427799], [5.304209, 1.411428, 0.479988], [5.651410, 1.604871, 1.811258], [5.335206, 0.628475, 2.737844], [6.290697, 4.650563, -0.926462], [6.498512, 2.975615, 3.245518], [6.942599, 4.693016, 1.683476], [5.132271, 2.408167, -1.441940], [4.921470, 0.460211, 0.140195], [6.131823, 0.239697, 3.109967], [5.932833, 4.372872, -1.775379], [-3.472806, -3.041034, -0.623673], [-4.201046, -2.189822, -0.112082], [-2.122828, -2.971984, -0.520384], [-3.973565, -4.180788, -1.164814], [-1.488864, -3.641639, -0.916402], [-1.756113, -2.230972, 0.052213], [-3.370683, -4.903747, -1.511447], [-4.965364, -4.254596, -1.286775], [2.099334, 1.325460, -3.938050], [2.224439, 0.476918, -4.811077], [2.981535, 1.472192, -2.910147], [0.953561, 2.080124, -3.838123], [2.740017, 2.118443, -2.184231], [3.709578, 0.785723, -2.849897], [0.951504, 2.843287, -3.185150], [0.276831, 2.035664, -4.575253], [0.656646, 3.963748, 4.128389], [1.416421, 3.706751, 5.034900], [0.792984, 3.496237, 2.844355], [-0.340914, 4.938759, 4.217951], [0.439433, 4.049410, 2.085561], [1.508167, 2.819995, 2.652873], [-1.246792, 4.676200, 3.862902], [-0.330206, 5.326802, 5.147795]],
  "forces_ev_per_angstrom": [[-0.50, -0.52, 0.18], [0.73, 0.25, -0.26], [-0.28, 0.38, 0.32], [-0.07, 0.27, 0.03], [0.21, 0.07, -0.02], [-0.06, 0.36, -0.30], [0.07, 0.13, -0.29], [-0.56, -0.34, 0.13], [0.11, -0.75, -0.24], [-0.39, 0.53, 0.39], [0.92, 0.14, 0.59], [-0.66, -0.17, -0.97], [0.43, 0.39, -0.01], [-0.12, -0.13, 0.13], [0.12, -0.13, 0.10], [0.05, 0.41, -0.08], [0.09, -0.05, 0.00], [0.16, -0.07, 0.47], [-0.24, -0.19, 0.11], [-0.58, 0.51, 0.73], [-0.13, -0.09, -0.07], [-0.34, 0.37, 0.50], [-0.23, 0.51, 0.34], [-0.31, 0.10, -0.42], [1.12, -0.55, -0.30], [-0.14, 0.38, -0.26], [0.08, -0.24, -0.16], [0.11, -0.19, -0.03], [0.18, -0.13, -0.24], [0.34, -0.34, -0.13], [-0.09, -0.21, 0.10], [-0.13, -0.13, 0.15], [0.09, 0.01, -0.10], [0.31, 0.22, 0.28], [-0.35, 0.28, -0.04], [0.51, -0.18, -0.45], [-0.30, 0.92, 0.60], [0.02, -0.46, -0.63], [0.33, -0.61, -0.33], [-0.59, 0.18, 0.28], [-0.35, -1.12, 0.96], [-0.02, 0.02, -0.04], [-0.04, -0.15, -0.08], [0.16, -0.37, -0.07], [0.15, -0.05, -0.02], [0.15, 0.07, 0.07], [0.04, 0.32, -0.30], [-0.55, 0.48, -0.44], [1.12, -0.64, 0.87], [-0.11, -0.27, -0.54], [-0.46, 0.70, 0.25], [0.33, 0.15, -0.13], [0.05, -0.14, 0.22], [-0.03, -0.27, -0.13], [-0.11, 0.14, 0.21], [-0.02, -0.22, 0.06], [-0.37, 0.40, -0.41], [0.28, -0.44, -0.14], [-0.16, -0.02, 0.18], [0.06, 0.09, 0.04], [0.08, 0.06, -0.06], [0.42, -0.45, 1.05], [-0.27, 0.13, -0.36], [-0.22, 0.10, -0.09], [0.02, 0.06, -0.30], [0.01, 0.00, -0.11], [0.03, -0.08, -0.09], [-0.06, -0.01, -0.14], [-0.02, 0.02, -0.02], [-0.91, -0.39, 0.44], [0.32, 0.51, -0.80], [-0.43, 0.52, -1.06], [0.88, 0.07, 0.35], [0.40, -0.29, 0.42], [0.08, 0.04, 0.28], [-0.37, 0.10, -0.15], [0.04, 0.05, -0.11], [0.52, 0.84, -0.84], [-0.15, -0.32, 0.17], [-0.27, -0.32, 0.21], [0.27, -0.22, 0.30], [-0.02, -0.07, 0.01], [0.05, -0.03, 0.08], [-0.04, 0.08, 0.05], [-0.39, 0.00, 0.06]],
  "lowdin_charge": [-1.487, 0.787, 0.679, 0.710, -0.045, -0.011, -0.003, -0.361, -0.091, -0.033, -0.339, 0.039, -0.017, 0.118, 0.122, 0.086, 0.110, 0.096, 0.027, -0.046, -0.013, -0.322, -0.015, -0.016, -0.330, 0.024, 0.036, 0.050, 0.105, 0.118, 0.114, 0.101, 0.101, -0.006, 0.005, -0.317, -0.073, -0.057, -0.344, 0.029, 0.007, 0.121, 0.123, 0.044, 0.121, 0.100, 0.041, -0.004, -0.008, -0.327, -0.036, -0.074, -0.334, 0.020, 0.050, 0.120, 0.120, 0.092, 0.096, 0.104, 0.098, -0.629, -0.001, 0.182, 0.175, 0.064, -0.007, 0.093, 0.108, -0.642, 0.008, 0.160, 0.174, 0.037, 0.112, 0.094, 0.107, -0.668, 0.044, 0.145, 0.123, 0.088, 0.046, 0.088, 0.092]
}

***

HOMO energy values, unit eV, following the record order: -7.484, -7.827.
Orbital gap values, unit hartree, following the record order: 0.256, 0.282.